[1]
{
  "formula": "C29H30IMnN9OS",
  "method": "wB97M-V/def2-TZVPD",
  "mol_weight_da": 734.5,
  "lumo_ha": [-0.01584, -0.02160],
  "multiplicity": 2,
  "e_above_lowest_kcal_mol": 0.0,
  "homo_energy_ev": [-6.7, -6.9],
  "total_charge": 0,
  "energy_ha": -3538.05191,
  "symbols": ["Mn", "C", "C", "C", "C", "C", "C", "N", "C", "C", "C", "C", "C", "C", "N", "N", "C", "C", "C", "C", "C", "N", "H", "H", "H", "H", "H", "H", "H", "H", "H", "H", "H", "H", "H", "C", "C", "N", "C", "S", "N", "N", "C", "C", "C", "C", "C", "C", "C", "N", "H", "H", "H", "H", "H", "H", "H", "H", "H", "H", "H", "H", "H", "N", "C", "O", "C", "I", "H", "H", "H", "H"],
  "xyz": [[-0.121, -0.776, 0.203], [-0.320, 3.954, -2.815], [0.996, 3.513, -2.719], [1.358, 2.553, -1.778], [0.402, 2.006, -0.898], [-0.918, 2.459, -1.015], [-1.272, 3.417, -1.956], [0.704, 0.989, 0.029], [1.826, 1.129, 0.900], [2.606, 2.256, 1.095], [3.663, 2.249, 2.026], [3.933, 1.122, 2.754], [3.123, -0.006, 2.567], [2.088, 0.038, 1.668], [1.153, -1.043, 1.423], [1.386, -2.261, 2.053], [0.577, -3.134, 1.556], [0.565, -4.502, 2.007], [-0.245, -5.395, 1.415], [-1.094, -4.988, 0.337], [-1.055, -3.697, -0.038], [-0.248, -2.766, 0.550], [-0.597, 4.702, -3.548], [1.749, 3.911, -3.391], [2.375, 2.188, -1.734], [-1.663, 2.020, -0.362], [-2.305, 3.743, -2.027], [2.389, 3.156, 0.539], [4.259, 3.144, 2.168], [4.754, 1.108, 3.460], [3.276, -0.922, 3.121], [1.233, -4.771, 2.816], [-0.251, -6.426, 1.749], [-1.747, -5.684, -0.169], [-1.678, -3.332, -0.848], [2.681, -1.846, -4.828], [2.359, -0.459, -4.268], [0.955, -0.290, -3.920], [0.410, -0.591, -2.758], [1.312, -1.410, -1.527], [-0.889, -0.264, -2.621], [-1.342, -0.510, -1.365], [-2.609, -0.486, -1.156], [-3.641, -0.258, -2.214], [-2.977, -0.681, 0.267], [-4.268, -0.666, 0.725], [-4.503, -0.844, 2.088], [-3.434, -1.038, 2.931], [-2.165, -1.045, 2.382], [-1.954, -0.877, 1.080], [3.761, -1.973, -4.926], [2.225, -1.992, -5.808], [2.307, -2.619, -4.154], [2.598, 0.310, -4.998], [2.960, -0.266, -3.380], [0.357, 0.237, -4.537], [-3.153, -0.071, -3.163], [-4.270, 0.599, -1.962], [-4.290, -1.132, -2.308], [-5.081, -0.511, 0.030], [-5.514, -0.828, 2.475], [-3.565, -1.176, 3.994], [-1.282, -1.191, 2.992], [-0.061, 3.378, 2.359], [-0.179, 2.156, 2.880], [-0.969, 1.324, 2.432], [0.721, 1.831, 4.046], [-0.023, 2.722, 5.832], [-0.519, 3.557, 1.479], [0.678, 3.994, 2.650], [1.734, 2.198, 3.906], [0.728, 0.763, 4.208]],
  "mulliken_charge": [-1.29, -0.70, -0.95, -0.27, -0.93, 0.10, -1.00, 2.06, -0.18, -0.91, -0.90, -0.78, 0.03, -0.06, 1.80, -1.46, 0.24, -0.92, -0.17, -0.87, -0.43, 0.78, 0.43, 0.42, 0.58, 0.56, 0.44, 0.52, 0.38, 0.38, 0.47, 0.52, 0.39, 0.44, 0.48, -1.12, -0.55, -0.03, 0.10, -0.37, -1.80, 1.93, 1.01, -2.08, 0.42, -0.81, -0.66, -0.94, -0.12, 0.85, 0.35, 0.33, 0.30, 0.49, 0.31, 0.30, 0.42, 0.38, 0.38, 0.55, 0.43, 0.48, 0.28, -0.13, 0.40, -0.52, -1.17, 0.06, 0.25, 0.25, 0.45, 0.38]
}

[2]
{
  "formula": "C5H33N2O11",
  "method": "wB97M-V/def2-TZVPD",
  "mol_weight_da": 297.3,
  "lumo_ha": 0.10024,
  "multiplicity": 1,
  "e_above_lowest_kcal_mol": 53.0,
  "homo_energy_ev": -6.0,
  "total_charge": -1,
  "energy_ha": -1147.48419,
  "symbols": ["C", "N", "C", "O", "C", "C", "C", "N", "H", "H", "H", "H", "H", "H", "H", "H", "H", "H", "H", "H", "H", "H", "H", "O", "H", "H", "O", "H", "H", "O", "H", "H", "O", "H", "H", "O", "H", "H", "O", "H", "H", "O", "H", "H", "O", "H", "H", "O", "H", "H", "O"],
  "xyz": [[0.623, 0.530, 2.902], [1.736, 0.009, 2.093], [2.343, 0.922, 1.129], [1.412, 1.142, 0.102], [-0.447, -0.611, 2.780], [-1.896, -0.106, 2.886], [-2.391, 0.631, 1.638], [-3.191, -0.319, 0.800], [0.876, 0.636, 3.950], [0.107, 1.354, 2.414], [2.431, -0.482, 2.639], [3.178, 0.372, 0.660], [2.689, 1.871, 1.555], [-0.460, -1.044, 1.788], [-0.291, -1.339, 3.578], [-2.748, -0.680, 3.279], [-1.937, 0.503, 3.821], [-3.158, 1.324, 1.988], [-1.603, 1.073, 1.031], [-2.827, -1.246, 0.711], [-3.306, 0.127, -0.099], [-2.321, -4.125, -1.131], [-1.108, -3.975, -2.039], [-1.860, -4.543, -1.884], [-1.977, -0.287, -2.602], [-2.082, 0.892, -3.566], [-2.597, 0.171, -3.190], [0.376, 2.393, 0.491], [0.271, 3.970, 0.380], [-0.246, 3.170, 0.457], [2.477, -2.909, -1.787], [1.015, -2.915, -2.165], [1.840, -3.343, -2.361], [-0.724, -2.997, 0.465], [-1.637, -2.157, -0.302], [-1.670, -2.959, 0.241], [2.018, -1.921, 0.758], [0.968, -1.112, 0.070], [1.156, -2.021, 0.345], [2.117, 3.091, -1.571], [3.296, 2.616, -2.192], [3.060, 3.313, -1.547], [0.206, 0.383, -0.921], [0.559, -0.502, -1.999], [-0.254, -0.095, -1.654], [2.195, 1.097, -1.150], [1.954, 1.253, -2.737], [2.484, 0.755, -2.104], [-0.381, 3.426, -2.379], [-0.061, 1.925, -2.540], [-0.213, 2.740, -3.031]],
  "nbo_charge": [-0.25, -0.68, 0.11, -0.99, -0.39, -0.43, -0.23, -0.87, 0.18, 0.22, 0.35, 0.13, 0.13, 0.21, 0.19, 0.22, 0.18, 0.19, 0.19, 0.36, 0.36, 0.49, 0.46, -0.96, 0.49, 0.47, -0.97, 0.51, 0.46, -1.02, 0.48, 0.46, -0.94, 0.51, 0.47, -0.97, 0.48, 0.50, -0.99, 0.46, 0.48, -0.95, 0.52, 0.49, -1.03, 0.51, 0.45, -1.05, 0.48, 0.49, -0.97]
}

In the order shown, the computed max |F| values come out to 4.6, 3.2 eV/Å.